{
  "formula": "C24H23AuNO4S7",
  "method": "wB97M-V/def2-TZVPD",
  "energy_ha": -4207.192818,
  "charge": -1,
  "relative_energy_ev": 0.1813,
  "homo_energy_ev": -5.6,
  "homo_lumo_gap_ev": 7.408,
  "species": ["Au", "C", "S", "C", "C", "S", "S", "C", "S", "S", "H", "H", "H", "N", "C", "C", "C", "C", "C", "C", "S", "O", "O", "O", "H", "H", "H", "H", "H", "H", "O", "S", "C", "C", "C", "C", "C", "C", "C", "C", "C", "C", "C", "C", "C", "C", "H", "H", "H", "H", "H", "H", "H", "H", "H", "H", "H", "H", "H", "H"],
  "coordinates": [[0.54, 2.28, 0.19], [-0.06, 7.04, -3.15], [1.01, 5.84, -3.99], [0.12, 4.36, -3.66], [-0.01, 3.77, -2.46], [0.64, 4.32, -0.93], [-1.01, 2.33, -2.46], [-1.35, 2.24, -4.16], [-2.21, 1.03, -4.84], [-0.66, 3.57, -5.02], [0.43, 8.01, -3.26], [-0.15, 6.78, -2.10], [-1.04, 7.06, -3.62], [-2.02, 2.33, 0.92], [-2.42, 1.00, 1.16], [-2.14, 0.39, 2.38], [-2.41, -0.95, 2.56], [-2.95, -1.70, 1.53], [-3.25, -1.09, 0.31], [-2.99, 0.26, 0.13], [-3.09, -3.48, 1.66], [-4.47, -3.79, 1.32], [-2.71, -3.78, 3.03], [-2.12, -3.93, 0.66], [-2.05, 2.94, 1.73], [-2.52, 2.76, 0.15], [-1.69, 0.98, 3.17], [-2.20, -1.45, 3.50], [-3.68, -1.69, -0.48], [-3.21, 0.74, -0.82], [0.83, 0.21, 0.78], [-0.14, -0.93, 0.43], [0.00, -1.26, -1.37], [1.39, -1.25, -1.90], [2.08, -2.44, -2.13], [3.39, -2.44, -2.56], [4.05, -1.23, -2.77], [3.37, -0.04, -2.57], [2.05, -0.05, -2.15], [0.76, -2.39, 1.01], [1.08, -2.22, 2.46], [2.28, -1.64, 2.85], [2.55, -1.43, 4.20], [1.62, -1.79, 5.16], [0.42, -2.38, 4.78], [0.16, -2.60, 3.43], [-0.64, -0.51, -1.83], [-0.48, -2.24, -1.47], [1.56, -3.39, -1.97], [3.91, -3.38, -2.73], [5.08, -1.22, -3.09], [3.87, 0.91, -2.73], [1.53, 0.89, -2.00], [1.66, -2.48, 0.40], [0.07, -3.22, 0.85], [3.01, -1.34, 2.10], [3.49, -0.98, 4.50], [1.83, -1.61, 6.21], [-0.32, -2.67, 5.51], [-0.78, -3.07, 3.13]]
}